# C24H32BF4N3ORuSb2

A structure of composition C24H32BF4N3ORuSb2 (ωB97M-V/def2-TZVPD, OMol25).

XYZ file:
```
68
Properties=species:S:1:pos:R:3:forces:R:3:mulliken_spin:R:1
Sb 0.789339 -1.073438 -1.131791 0.2 -0.2 -0.3 0.0236
Sb -1.865237 0.711180 -2.776649 -0.2 -0.2 -0.3 0.5750
Ru 0.178701 0.209651 1.324782 0.1 -0.3 -0.3 0.0413
F -2.350275 -0.993235 0.304734 0.2 0.1 0.0 0.0107
F -3.633486 0.329516 1.681496 0.0 0.0 0.2 0.0001
F -3.527764 0.767592 -0.578221 0.5 -0.1 0.3 0.0209
F -1.691503 1.166986 0.758408 0.3 -0.3 0.0 0.0004
O 0.700244 1.954128 2.022876 0.1 0.4 -0.1 -0.0015
N 1.934770 -0.517911 2.009146 -0.6 -0.3 0.2 -0.0010
N -0.580291 -0.256345 3.093855 -0.2 0.2 0.5 0.0014
N -1.542570 0.101267 5.010038 0.0 0.0 0.0 0.0004
C -0.098572 4.073268 2.621661 0.0 0.0 0.0 0.0007
C -1.905880 4.320509 4.201660 0.0 0.0 0.0 0.0005
C 0.424233 -2.264677 -2.941156 0.0 0.2 0.0 0.0028
C -0.739505 -1.469450 3.735136 0.0 0.0 -0.1 -0.0011
C -0.147397 2.675250 2.741104 0.0 0.0 0.0 0.0009
C 1.837398 -0.036327 -6.338149 0.0 0.0 0.0 -0.0129
C 0.016413 -0.660958 -4.865674 0.2 -0.1 -0.1 -0.0258
C -1.072623 2.120997 3.646077 0.0 0.0 0.0 0.0028
C 2.174785 -1.689754 -4.630093 0.0 0.0 0.0 -0.0175
C 2.663077 -1.061148 2.706657 0.3 0.3 -0.1 0.0000
C 0.864390 -1.546708 -4.174428 0.0 0.1 0.0 0.0139
C 0.103262 -2.663542 0.144581 0.0 0.1 0.0 0.0079
C 2.919152 -2.828650 4.417082 0.0 0.0 0.0 0.0000
C 2.659203 -0.952783 -5.698055 0.0 0.0 0.0 0.0294
C -1.068367 0.688767 3.891026 -0.1 0.0 0.0 0.0005
C -3.728252 1.505436 -3.395820 -0.1 0.1 0.1 0.0497
C 2.884799 -1.480066 -1.118450 0.0 0.0 0.1 0.0391
C 0.525872 0.097805 -5.923466 0.0 0.0 0.1 0.0209
C -0.954972 4.874999 3.341949 0.0 0.0 0.0 -0.0005
C -1.347448 -1.256636 4.925938 0.0 0.0 0.0 -0.0004
C -1.417754 -0.550314 -4.548209 -0.3 0.3 0.6 0.1700
C -1.954621 2.953087 4.346252 0.0 0.0 0.0 -0.0022
C 3.602579 -1.722167 3.608063 0.0 0.0 0.0 -0.0003
C -0.546875 2.357127 -2.946226 0.1 0.1 0.1 0.0558
B -2.837606 0.289140 0.587420 -0.7 -0.1 -0.6 -0.0327
H -0.133660 0.785424 -6.440671 0.0 0.0 0.0 -0.0027
H -4.316217 0.728229 -3.879186 0.0 0.0 0.0 -0.0025
H 0.873921 -3.431958 0.185349 0.0 0.0 0.0 0.0007
H -0.125684 -2.329311 1.156033 0.0 0.0 0.0 -0.0005
H 2.210007 0.550840 -7.166176 0.0 0.0 0.0 0.0003
H 1.007335 -3.168819 -2.767083 0.0 0.0 0.0 0.0004
H 3.306074 -1.195477 -2.079857 0.0 0.0 0.0 0.0000
H 4.020868 -0.954701 4.260726 0.0 0.0 0.0 0.0000
H -0.816017 -3.056912 -0.283757 0.0 0.0 0.0 -0.0006
H 3.659241 -3.331985 5.035490 0.0 0.0 0.0 0.0000
H 2.820494 -2.410745 -4.144340 0.0 0.0 0.0 0.0001
H 3.062476 -2.540572 -0.939922 0.0 0.0 0.0 -0.0003
H -2.709144 2.514789 4.989952 0.0 0.0 0.0 -0.0001
H 0.629524 4.493627 1.940848 0.0 0.0 0.0 0.0001
H -1.922149 -1.492273 -4.344039 0.0 0.0 -0.1 -0.0053
H 0.204384 2.121136 -3.699732 0.0 0.0 0.0 0.0030
H 2.461327 -3.567388 3.760472 0.0 0.0 0.0 0.0000
H -0.065350 2.531981 -1.987669 0.0 0.0 0.0 0.0020
H -1.652704 -1.935849 5.700629 0.0 0.0 0.0 0.0000
H 3.363171 -0.886525 -0.343075 0.0 0.0 0.0 -0.0013
H -1.978757 0.018203 -5.292694 0.0 -0.1 -0.1 0.0192
H -0.899524 5.949837 3.225540 0.0 0.0 0.0 0.0000
H -4.265096 1.891579 -2.532931 0.1 0.0 0.0 -0.0018
H 4.420352 -2.119816 3.004932 0.0 0.0 0.0 0.0000
H -1.934823 0.598954 5.790278 0.0 0.0 0.0 0.0001
H -0.633561 -2.520415 -2.933109 0.0 -0.1 0.0 0.0012
H -2.598530 4.952933 4.738422 0.0 0.0 0.0 0.0001
H -0.431980 -2.401934 3.296609 0.0 0.0 0.0 0.0002
H 2.148330 -2.414269 5.064823 0.0 0.0 0.0 0.0000
H -1.124183 3.232487 -3.236970 0.0 0.0 0.0 0.0031
H 3.677451 -1.096903 -6.034148 0.0 0.0 0.0 0.0009
H -3.524824 2.313210 -4.098307 0.0 0.0 -0.1 0.0112
```
Forces are in eV/Å.

Summary:
- Net charge: +1
- 2S+1: 2
- Molecular weight: 809.93 g/mol
- HOMO (spin up / spin down): -0.35582 / -0.35488 Eh
- E_LUMO (spin up / spin down): -2.5 / -5.4 eV
- ΔE to the lowest compared entry with this formula, charge and spin: 51.5 kcal/mol
- Electronic energy: -59127.251 eV

=====

# C5H8O2

A structure of composition C5H8O2 (ωB97M-V/def2-TZVPD, OMol25).

XYZ file:
```
15
Properties=species:S:1:pos:R:3:forces:R:3:mulliken_charge:R:1
O 0.596454 -1.449996 -0.478559 -2.8 -1.3 2.8 -0.3978
O 1.410334 0.229427 -1.429886 0.1 1.1 -0.4 -0.5211
C -0.967287 -1.736283 1.024278 -0.3 -0.9 0.4 -1.0841
C -1.001251 0.210252 -0.791106 -0.1 0.3 -0.3 -0.6666
C 0.471803 0.494696 0.788117 0.2 0.4 0.0 -0.6992
C 0.388146 0.915417 -0.704754 0.2 0.6 -0.3 -0.2242
C -0.464685 -0.604543 0.356853 2.4 -0.6 -2.1 0.9611
H -1.827837 0.892724 -0.574653 0.1 0.0 0.1 0.3194
H 0.068492 1.256354 1.461024 -0.1 -0.1 -0.1 0.3131
H 0.442816 1.977738 -0.944320 -0.2 0.1 0.1 0.3879
H -0.581079 -2.032175 1.998145 0.1 0.0 -0.4 0.3014
H 1.108133 0.099655 -2.338194 0.0 0.0 0.2 0.3363
H -1.209086 -0.383505 -1.684830 0.0 0.2 0.1 0.3417
H 1.441751 0.131822 1.129728 -0.1 0.2 0.0 0.3328
H -1.839855 -2.272081 0.655337 0.4 0.1 -0.1 0.2994
```
Forces are in eV/Å.

Summary:
- Net charge: 0
- Molecular weight: 100.12 g/mol
- HOMO (spin up / spin down): -0.34227 / -0.31836 Eh
- E_LUMO (spin up / spin down): -0.2 / 0.3 eV
- ΔE to the lowest compared entry with this formula, charge and spin: 134.7 kcal/mol
- Electronic energy: -9403.992 eV

=====

# CH4N2O3

An isolated molecule of CH4N2O3 (ωB97M-V/def2-TZVPD, OMol25).

XYZ file:
```
10
Properties=species:S:1:pos:R:3:forces:R:3:mulliken_charge:R:1
O 1.012762 -1.179247 0.427288 3.0 -0.4 0.3 -0.4182
O -2.148306 -0.288914 -0.084136 2.3 1.2 1.0 -0.5860
O 0.692314 1.358337 -0.529186 1.4 1.2 4.2 -0.4291
N -0.027074 -1.038376 -0.464998 -2.1 -0.8 1.0 -0.1612
N -0.326061 1.090712 0.597450 -0.3 0.2 -2.9 -0.2181
C -0.942782 -0.071964 0.082818 -1.6 -2.4 -2.0 0.4375
H -0.506335 -1.960116 -0.378820 0.0 1.1 -0.6 0.3250
H 1.835947 -1.290480 -0.111294 -1.1 0.3 0.5 0.3421
H 1.473222 1.613032 0.113942 -2.0 -0.7 -2.2 0.3660
H -1.063689 1.767020 0.346934 0.5 0.2 0.6 0.3418
```
Forces are in eV/Å.

Summary:
- Net charge: 0
- Molecular weight: 92.05 g/mol
- HOMO: -0.37180 Eh
- E_LUMO: 0.5 eV
- SMILES: O=C(NO)NO
- ΔE to the lowest compared entry with this formula, charge and spin: 37.7 kcal/mol
- Electronic energy: -10220.794 eV

=====

> Look up the ΔE to the lowest compared entry with this formula, charge and spin of the third one.

37.7 kcal/mol

=====

> Among the records above, which one has the highest net charge?

C24H32BF4N3ORuSb2

=====

> ΔE to the lowest compared entry with this formula, charge and spin of number 1 (C24H32BF4N3ORuSb2)?

51.5 kcal/mol

=====

> What is the molecular weight in the second record?

100.12 g/mol